[1]
{"formula": "C4H34N2O12", "method": "wB97M-V/def2-TZVPD", "smiles": "C[C@@H](O)[C@@H](N)CN.O.O.O.O.O.O.O.O.O.O.O", "e_homo_ev": -9.27, "e_tot_ha": -1185.1628, "max_force_ev_per_a": 2.4, "spin_multiplicity": 1, "e_above_lowest_kcal_mol": 51.9, "lumo_energy_ha": 0.0009, "gap_ev": 9.3, "species": ["N", "C", "C", "C", "O", "C", "N", "H", "H", "H", "H", "H", "H", "H", "H", "H", "H", "H", "H", "H", "H", "O", "H", "H", "O", "H", "H", "O", "H", "H", "O", "H", "H", "O", "H", "H", "O", "H", "H", "O", "H", "H", "O", "H", "H", "O", "H", "H", "O", "H", "H", "O"], "xyz": [[0.671, 1.787, 0.982], [0.022, 0.478, 0.964], [0.909, -0.513, 0.228], [0.292, -1.942, 0.259], [0.925, -0.179, -1.191], [-1.384, 0.536, 0.361], [-2.226, 1.513, 1.084], [0.100, 2.624, 0.959], [1.386, 2.028, 0.301], [-0.125, 0.286, 2.029], [1.942, -0.556, 0.534], [0.094, -2.316, -0.740], [0.930, -2.683, 0.759], [-0.604, -2.011, 0.877], [1.738, -0.579, -1.561], [-1.801, -0.465, 0.287], [-1.411, 0.900, -0.668], [-2.767, 1.038, 1.786], [-2.747, 2.078, 0.441], [1.689, 1.455, -1.469], [3.141, 2.110, -1.649], [2.212, 2.285, -1.494], [-0.403, 0.082, 4.305], [-1.822, -0.238, 3.793], [-1.271, -0.225, 4.588], [-1.556, 4.030, -1.442], [-0.688, 3.125, -0.507], [-1.065, 4.002, -0.614], [-2.098, 2.297, -3.243], [-1.338, 3.386, -3.724], [-2.286, 3.207, -3.599], [-1.464, -0.002, -2.539], [-2.303, 0.425, -3.699], [-1.497, 0.674, -3.227], [-3.509, -1.395, 1.419], [-3.207, -2.593, 2.440], [-2.856, -2.015, 1.756], [1.993, 1.969, 2.504], [3.421, 1.956, 3.000], [2.579, 1.499, 3.141], [-1.284, -3.149, -3.524], [-0.384, -2.176, -2.769], [-1.215, -2.228, -3.254], [-1.416, -4.868, 0.313], [-0.344, -4.162, -0.469], [-0.939, -4.921, -0.523], [4.300, -0.905, 2.380], [3.136, 0.068, 1.948], [3.761, -0.625, 1.637], [3.988, -2.034, -1.651], [3.523, -1.484, -0.295], [3.258, -1.575, -1.226]], "mulliken_charge": [-0.75, 2.03, 1.19, -0.97, -0.68, -0.92, -0.41, 0.14, 0.49, -1.12, -0.66, -0.37, 0.46, 0.39, 0.42, 0.26, 0.40, 0.20, 0.29, 0.42, 0.28, -0.73, 0.33, 0.36, -0.65, 0.35, 0.28, -0.65, 0.41, 0.32, -0.67, 0.21, 0.31, -0.68, 0.29, 0.27, -0.57, 0.37, 0.31, -0.74, 0.31, 0.24, -0.61, 0.30, 0.43, -0.66, 0.29, 0.24, -0.66, 0.27, 0.20, -0.59]}


[2]
{"formula": "C4H34N2O12S", "method": "wB97M-V/def2-TZVPD", "smiles": "N[C@H](CS)CNCO.O.O.O.O.O.O.O.O.O.O.O", "e_homo_ev": -9.00, "e_tot_ha": -1583.3659, "max_force_ev_per_a": 2.0, "spin_multiplicity": 1, "e_above_lowest_kcal_mol": 0.0, "lumo_energy_ha": 0.0061, "gap_ev": 9.2, "species": ["C", "N", "C", "O", "C", "C", "S", "N", "H", "H", "H", "H", "H", "H", "H", "H", "H", "H", "H", "H", "H", "H", "O", "H", "H", "O", "H", "H", "O", "H", "H", "O", "H", "H", "O", "H", "H", "O", "H", "H", "O", "H", "H", "O", "H", "H", "O", "H", "H", "O", "H", "H", "O"], "xyz": [[-0.141, -0.384, 0.296], [-1.304, -0.379, 1.230], [-1.277, -1.612, 1.960], [-0.065, -1.782, 2.690], [-0.176, 0.759, -0.769], [0.580, 1.993, -0.289], [0.192, 3.412, -1.428], [0.249, 0.134, -2.030], [-0.012, -1.382, -0.145], [0.798, -0.240, 0.859], [-1.116, 0.413, 1.836], [-2.168, -1.678, 2.607], [-1.280, -2.460, 1.258], [0.104, -1.081, 3.335], [-1.215, 1.090, -0.914], [1.638, 1.694, -0.355], [0.432, 2.382, 0.704], [1.398, 4.011, -1.340], [1.220, -0.114, -2.110], [0.085, 0.823, -2.773], [-3.271, -2.647, -1.234], [-1.978, -3.220, -1.560], [-2.887, -3.504, -1.454], [1.700, -2.288, 1.306], [1.220, -2.854, -0.043], [1.997, -2.577, 0.437], [3.590, -0.215, -0.908], [2.643, -0.938, 0.121], [2.913, -0.074, -0.226], [-2.008, 1.449, 5.261], [-0.963, 2.172, 4.260], [-1.269, 1.360, 4.673], [-2.238, 2.252, 1.057], [-2.572, 3.849, 0.944], [-1.963, 3.130, 0.773], [-0.801, 3.364, 2.239], [0.500, 2.623, 2.790], [-0.235, 3.245, 3.030], [-1.318, -0.746, -3.489], [-1.239, -0.719, -5.010], [-0.919, -1.201, -4.249], [0.581, -2.553, -3.598], [0.692, -1.639, -2.348], [1.009, -2.473, -2.747], [2.878, 0.680, 1.801], [3.311, 1.091, 3.214], [2.566, 1.088, 2.615], [-3.839, -0.303, -1.055], [-2.399, -0.049, -0.675], [-2.979, -0.164, -1.450], [3.636, -1.072, -3.616], [2.533, -1.706, -2.692], [3.164, -0.960, -2.788]], "mulliken_charge": [0.05, -0.05, -0.48, -0.54, -1.24, -0.34, -0.25, -0.03, -0.36, 0.59, 0.16, 0.33, 0.27, 0.34, 0.88, 0.71, -0.48, 0.16, 0.15, 0.30, 0.33, 0.30, -0.64, 0.36, 0.34, -0.75, 0.23, 0.39, -0.58, 0.27, 0.42, -0.63, 0.31, 0.26, -0.62, 0.43, 0.33, -0.75, 0.28, 0.28, -0.64, 0.27, 0.39, -0.74, 0.34, 0.25, -0.55, 0.28, 0.32, -0.63, 0.26, 0.39, -0.69]}


[3]
{"formula": "C4H34N2O15", "method": "wB97M-V/def2-TZVPD", "e_homo_ev": -9.19, "e_tot_ha": -1410.9105, "max_force_ev_per_a": 2.2, "spin_multiplicity": 1, "e_above_lowest_kcal_mol": 76.0, "lumo_energy_ha": 0.0053, "gap_ev": 9.3, "species": ["O", "C", "C", "C", "N", "C", "N", "O", "H", "H", "H", "H", "H", "H", "H", "H", "H", "H", "O", "H", "H", "O", "H", "H", "O", "H", "H", "O", "H", "H", "O", "H", "H", "O", "H", "H", "O", "H", "H", "O", "H", "H", "O", "H", "H", "O", "H", "H", "O", "H", "H", "O", "H", "H", "O"], "xyz": [[-3.859, -2.417, -2.158], [-3.093, -2.784, -1.291], [-3.330, -2.299, 0.138], [-4.211, -1.055, 0.198], [-2.043, -1.971, 0.811], [-0.880, -1.742, 0.119], [0.095, -1.166, 0.903], [-0.640, -2.026, -1.041], [-2.271, -3.409, -1.613], [-3.781, -3.101, 0.728], [-4.633, -1.062, 1.213], [-3.737, -0.077, 0.183], [-5.033, -1.205, -0.499], [-2.079, -1.605, 1.746], [0.148, -1.315, 1.895], [0.851, -0.737, 0.403], [-2.972, 2.955, -2.671], [-3.064, 3.696, -1.350], [-2.583, 2.984, -1.789], [2.216, 2.013, 3.879], [2.012, 1.020, 2.731], [1.581, 1.393, 3.509], [0.264, -0.873, 4.848], [0.491, -0.089, 3.673], [0.302, -1.028, 3.894], [2.541, -0.461, -4.062], [2.727, -1.963, -4.048], [2.049, -1.282, -3.966], [2.626, -0.155, -0.344], [3.119, -1.544, -0.289], [3.426, -0.658, -0.553], [0.512, 3.388, -1.675], [-0.974, 3.315, -1.223], [-0.083, 3.540, -0.900], [-1.045, -0.581, -4.142], [-1.368, 0.533, -3.095], [-0.784, 0.288, -3.821], [2.156, -3.049, 1.367], [3.473, -2.728, 2.135], [3.071, -2.770, 1.265], [-1.153, 3.066, 3.705], [-0.537, 1.912, 3.135], [-1.318, 2.114, 3.677], [4.365, -0.282, 2.699], [4.177, 0.688, 1.501], [4.445, 0.635, 2.428], [1.425, 2.581, 1.013], [0.015, 2.040, 0.690], [0.932, 1.781, 0.815], [1.698, 1.802, -2.080], [0.842, 1.990, -3.470], [1.282, 2.392, -2.720], [0.405, 0.348, -2.346], [1.222, -0.885, -2.383], [1.001, -0.153, -1.772]], "mulliken_charge": [-0.55, -0.11, 0.07, -1.20, -0.20, 0.65, 0.08, -0.65, 0.49, 0.26, 0.39, 0.32, 0.33, 0.23, 0.23, -0.46, 0.30, 0.28, -0.62, 0.28, 0.30, -0.63, 0.34, 0.32, -0.72, 0.30, 0.27, -0.62, 0.18, 0.43, -0.68, 0.41, 0.37, -0.73, 0.29, 0.29, -0.64, 0.30, 0.28, -0.63, 0.30, 0.32, -0.63, 0.29, 0.34, -0.65, 0.21, 0.18, -0.29, 0.39, 0.28, -0.72, -0.05, 0.35, 0.07]}


[4]
{"formula": "C4H34N3O11", "method": "wB97M-V/def2-TZVPD", "total_charge": 2, "e_homo_ev": [-15.24, -15.14], "e_tot_ha": -1163.9178, "max_force_ev_per_a": 7.6, "spin_multiplicity": 2, "lumo_energy_ha": [-0.2588, -0.4026], "gap_ev": [8.2, 4.2], "species": ["C", "C", "C", "C", "N", "N", "N", "H", "H", "H", "H", "H", "H", "H", "H", "H", "H", "H", "H", "H", "H", "O", "H", "H", "O", "H", "H", "O", "H", "H", "O", "H", "H", "O", "H", "H", "O", "H", "H", "O", "H", "H", "O", "H", "H", "O", "H", "H", "O", "H", "H", "O"], "xyz": [[-0.033, -0.410, -2.219], [-0.481, 0.444, -1.067], [0.602, 0.915, -0.148], [0.909, 0.113, 0.886], [2.138, 0.417, 1.757], [0.990, 2.258, -0.335], [-1.265, -1.119, -2.870], [0.599, -1.380, -2.091], [0.476, 0.151, -3.013], [-1.331, 0.022, -0.440], [-1.006, 1.342, -1.441], [0.326, -0.598, 1.378], [2.592, -0.369, 2.082], [2.845, 0.948, 1.320], [1.858, 1.144, 2.530], [0.893, 2.723, -1.187], [2.034, 2.458, -0.054], [-0.970, -1.609, -3.677], [-1.616, -1.880, -2.205], [-2.991, -2.834, 0.462], [-3.337, -3.927, 1.486], [-2.929, -3.124, 1.352], [-1.570, 1.858, 3.794], [-0.948, 2.575, 2.530], [-1.211, 1.805, 2.925], [2.138, -3.025, 3.538], [0.904, -2.135, 3.600], [1.480, -2.575, 2.992], [3.330, 2.669, -2.315], [3.768, 2.141, -1.062], [3.706, 2.971, -1.449], [1.729, 4.026, 1.128], [1.937, 3.970, 2.566], [1.430, 3.581, 1.868], [-4.371, -1.969, -0.746], [-3.157, -1.388, -1.593], [-3.558, -2.337, -1.145], [-3.991, 0.936, -1.822], [-3.123, 0.282, -2.870], [-3.786, 0.029, -2.292], [-0.548, 2.598, -3.301], [-1.170, 3.685, -2.609], [-0.479, 3.063, -2.568], [3.752, -0.774, -2.180], [3.477, -1.663, -1.045], [3.679, -0.726, -1.207], [-1.035, -1.635, 4.561], [-1.858, -2.078, 3.132], [-0.997, -1.579, 3.523], [-0.179, -4.131, -0.138], [0.313, -2.657, 0.148], [0.034, -3.201, -0.473]], "mulliken_charge": [-0.54, -0.49, 0.05, -0.60, -0.04, -0.03, -0.56, 0.23, 0.38, 0.27, 0.42, 0.59, 0.37, 0.34, 0.41, 0.25, 0.35, 0.27, 0.19, 0.43, 0.28, -0.59, 0.28, 0.27, -0.53, 0.31, 0.32, -0.59, 0.35, 0.33, -0.63, 0.26, 0.32, -0.54, 0.32, 0.39, -0.79, 0.34, 0.30, -0.66, 0.24, 0.26, -0.54, 0.32, 0.30, -0.60, 0.33, 0.33, -0.67, 0.31, 0.22, -0.54]}